# 1
A cluster of 3 separate species, C4H13NO2 in total at a distorted geometry, computed with ωB97M-V/def2-TZVPD.

Properties
largest force on an atom: 0.05707 Eh/bohr
expectation value of S²: 0.750
2S+1: 2
frontier orbital gap (alpha / beta): 2.96 / 8.24 eV
E_HOMO (alpha / beta): 0.692 / -4.785 eV
total charge: -1
DFT total energy: -365.340574 a.u.

Geometry (Å):
1 C 2.3071 -1.0532 -1.0039
2 N 0.6169 -0.8417 1.4645
3 C 0.1474 -0.5312 0.1294
4 C 0.8460 -0.8591 -0.9671
5 C -1.2378 0.0915 0.0779
6 H 2.7045 -1.2537 -0.0145
7 H 2.6380 -1.8144 -1.7302
8 H 2.6584 -0.2253 -1.6348
9 H 1.4019 -0.2500 1.7409
10 H -0.0934 -0.5827 2.1383
11 H 0.2567 -1.0320 -1.8564
12 H -1.6367 0.2220 1.0966
13 H -2.0085 -0.4625 -0.4075
14 H -1.0379 1.1800 -0.0140
15 H -0.0313 1.2314 2.7737
16 H -0.7102 2.4680 2.8619
17 O -0.9240 1.5325 3.0121
18 H -1.3566 0.7315 -3.0618
19 H -2.2883 0.5121 -1.8707
20 O -2.2520 0.9368 -2.7345

# 2
A cluster of 5 separate species, C26H63N5 in total at a distorted geometry, computed with ωB97M-V/def2-TZVPD.

Properties
largest force on an atom: 0.08174 Eh/bohr
expectation value of S²: 0.755
2S+1: 2
frontier orbital gap (alpha / beta): 7.77 / 3.20 eV
E_HOMO (alpha / beta): -10.036 / -10.036 eV
total charge: +1
DFT total energy: -1301.744404 a.u.

Geometry (Å):
1 C -25.3501 -9.2688 2.0992
2 C -24.1750 -9.2479 1.1525
3 N -22.9459 -9.4506 1.9019
4 C -21.9842 -8.3542 1.5577
5 C -20.8009 -8.2857 2.5944
6 C -22.4045 -10.8348 1.6060
7 C -23.3865 -12.0245 1.9111
8 H -25.0568 -9.1665 3.1440
9 H -25.7840 -10.2678 2.0563
10 H -26.1324 -8.5692 1.8050
11 H -24.3942 -9.7964 0.2364
12 H -24.1455 -8.1845 0.9153
13 H -21.4681 -8.5916 0.6275
14 H -22.3986 -7.3512 1.6598
15 H -20.0692 -7.5435 2.2753
16 H -21.2805 -8.0380 3.5414
17 H -20.3301 -9.2687 2.6047
18 H -21.5210 -10.8545 2.2440
19 H -21.9713 -11.0045 0.6203
20 H -24.1094 -12.0580 1.0961
21 H -23.9897 -11.8251 2.7968
22 H -22.8026 -12.9424 1.9795
23 C -19.9513 -11.2245 12.6881
24 C -20.2866 -10.1651 11.6589
25 N -20.9444 -8.9001 12.1030
26 C -21.1769 -7.8603 11.0728
27 C -21.7202 -8.3154 9.6647
28 C -20.5965 -8.4095 13.4480
29 C -19.1814 -7.7960 13.4889
30 H -20.8881 -11.6478 13.0505
31 H -19.4888 -10.8343 13.5948
32 H -19.2699 -12.0144 12.3720
33 H -19.2768 -10.0582 11.2630
34 H -20.8678 -10.6361 10.8661
35 H -22.0169 -7.3092 11.4957
36 H -20.3939 -7.1159 10.9281
37 H -21.9987 -7.5028 8.9937
38 H -21.0173 -8.8722 9.0450
39 H -22.5297 -9.0174 9.8642
40 H -20.6224 -9.1572 14.2407
41 H -21.4334 -7.7535 13.6875
42 H -19.0435 -7.2727 12.5428
43 H -18.4040 -8.5596 13.4633
44 H -19.0008 -7.2770 14.4302
45 C -23.4682 -14.5596 6.4847
46 C -22.1420 -14.1389 7.0139
47 N -22.1088 -13.0329 8.0448
48 C -20.7302 -12.7779 8.4061
49 C -19.9169 -12.0661 7.3146
50 C -22.8935 -13.3548 9.2138
51 C -22.4312 -14.3084 10.2543
52 H -24.2127 -13.8291 6.8012
53 H -23.8210 -15.5411 6.8014
54 H -23.6209 -14.7100 5.4160
55 H -21.5731 -14.9654 7.4399
56 H -21.5728 -13.8433 6.1325
57 H -20.6956 -12.0653 9.2302
58 H -20.3302 -13.7633 8.6452
59 H -18.9303 -11.7936 7.6894
60 H -19.7297 -12.7486 6.4856
61 H -20.2468 -11.1199 6.8856
62 H -23.8662 -13.7072 8.8706
63 H -22.9748 -12.5096 9.8972
64 H -21.4875 -14.0499 10.7347
65 H -22.1884 -15.2704 9.8032
66 H -23.1966 -14.4865 11.0097
67 C -25.4757 -2.5030 5.3632
68 C -25.2382 -3.9754 5.2566
69 N -23.8311 -4.4679 5.6493
70 C -23.4780 -3.8640 6.9222
71 C -22.0218 -4.2625 7.3869
72 C -23.7655 -5.9591 5.7067
73 C -24.0800 -6.5357 4.2467
74 H -25.6302 -2.1264 6.3744
75 H -26.1363 -2.0402 4.6301
76 H -24.5311 -2.1001 4.9977
77 H -26.0432 -4.4687 5.8014
78 H -25.4087 -4.2311 4.2108
79 H -24.1612 -4.1621 7.7175
80 H -23.5007 -2.7749 6.8854
81 H -21.2502 -4.0206 6.6559
82 H -21.9517 -5.3266 7.6127
83 H -21.9135 -3.6984 8.3132
84 H -22.7253 -6.2049 5.9201
85 H -24.5514 -6.3893 6.3276
86 H -23.5764 -7.4960 4.1352
87 H -25.1388 -6.7774 4.1536
88 H -23.6784 -6.0226 3.3729
89 C -23.8984 -10.9451 5.9685
90 C -22.9532 -9.8554 6.2299
91 N -22.1934 -8.9879 6.5068
92 H -24.7350 -10.5150 5.4179
93 H -24.3887 -11.2766 6.8838
94 H -23.5762 -11.7777 5.3432

# 3
A cluster of 5 separate species, C31H75BrFIN5O9P2 in total at a distorted geometry, computed with ωB97M-V/def2-TZVPD.

Properties
largest force on an atom: 0.04674 Eh/bohr
frontier orbital gap: 5.64 eV
E_HOMO: -3.709 eV
total charge: -1
DFT total energy: -5831.263492 a.u.

Geometry (Å):
1 C 4.1880 3.5912 -2.2440
2 C 3.8379 2.2472 -2.9186
3 N 3.6694 1.1675 -1.9601
4 P 2.4963 -0.1824 -1.8900
5 C 3.8925 -1.5083 -1.6186
6 C 4.4446 -1.9596 -0.2709
7 O 3.8443 -3.2617 0.0535
8 C 3.4920 -3.4584 1.3375
9 O 4.2397 -3.2730 2.2576
10 C 2.0723 -3.9611 1.5279
11 C 1.3252 -3.1006 2.5482
12 C 2.7566 -0.5957 -3.8339
13 C 1.8903 -0.0965 -4.9415
14 O 0.8619 -0.4400 -5.3679
15 I 3.0487 1.2881 -6.4290
16 C 2.3295 0.2012 0.0401
17 F 3.5675 0.6825 0.5547
18 C 1.2850 1.1967 0.5431
19 C 1.8241 2.6158 0.7640
20 C 1.1408 -1.6666 -1.5421
21 Br 0.4214 -2.6543 -3.0885
22 C -0.0212 -1.3332 -0.5945
23 C -1.1838 -2.3270 -0.5012
24 P 0.8522 1.3437 -2.7405
25 O -0.7405 0.8834 -2.9071
26 O 0.8069 2.8684 -2.0757
27 H 4.4236 3.4055 -1.1923
28 H 5.0135 4.0989 -2.7475
29 H 3.3134 4.2498 -2.2384
30 H 2.9777 2.3770 -3.5662
31 H 4.6668 2.0183 -3.6062
32 H 4.5842 0.8446 -1.6792
33 H 3.5196 -2.4276 -2.0834
34 H 4.7446 -1.2706 -2.2652
35 H 4.2731 -1.3075 0.5751
36 H 5.5254 -2.1140 -0.3294
37 H 1.5590 -3.9780 0.5647
38 H 2.1238 -4.9933 1.8904
39 H 1.8525 -3.1176 3.5022
40 H 1.2724 -2.0604 2.2190
41 H 0.3045 -3.4630 2.6878
42 H 2.7636 -1.6773 -3.9960
43 H 3.7780 -0.2844 -4.0337
44 H 2.2243 -0.7484 0.5772
45 H 0.3618 1.2285 -0.0360
46 H 0.9634 0.8392 1.5337
47 H 2.3855 2.6809 1.6966
48 H 2.4351 2.9542 -0.0694
49 H 0.9840 3.3120 0.8432
50 H 1.7231 -2.4329 -1.0265
51 H -0.4420 -0.3530 -0.8183
52 H 0.3942 -1.2727 0.4164
53 H -1.9050 -2.1814 -1.3050
54 H -0.8534 -3.3657 -0.4495
55 H -1.7129 -2.1310 0.4391
56 H -1.3167 1.1506 -2.1762
57 H 0.5664 3.5089 -2.7532
58 C -4.2915 -6.0297 3.7145
59 C -4.4404 -4.7518 2.8964
60 C -3.4471 -4.6375 1.7358
61 O -2.1315 -4.2859 2.1083
62 C -1.3088 -5.3487 2.5424
63 N -4.3846 -3.5997 3.8006
64 H -3.4269 -5.9815 4.3781
65 H -5.1754 -6.1747 4.3357
66 H -4.1814 -6.9029 3.0682
67 H -5.4385 -4.7693 2.4476
68 H -3.7817 -3.8307 1.0774
69 H -3.4369 -5.5607 1.1393
70 H -1.5440 -6.2748 2.0072
71 H -1.3962 -5.5289 3.6179
72 H -0.2774 -5.0720 2.3241
73 H -4.5996 -2.7531 3.2827
74 H -3.4193 -3.4792 4.0962
75 C 7.4502 8.5333 -0.8054
76 C 7.4140 7.0160 -0.6493
77 C 7.9659 6.2555 -1.8622
78 O 7.0912 6.2057 -2.9696
79 C 7.0992 7.3317 -3.8187
80 N 6.0526 6.6064 -0.3045
81 H 6.6576 8.8820 -1.4680
82 H 7.2971 9.0092 0.1629
83 H 8.4080 8.8710 -1.2069
84 H 8.0601 6.7559 0.1962
85 H 8.1172 5.2135 -1.5699
86 H 8.9427 6.6579 -2.1677
87 H 8.1032 7.7641 -3.8961
88 H 6.4046 8.1079 -3.4860
89 H 6.7835 6.9936 -4.8051
90 H 6.0443 5.6130 -0.0908
91 H 5.4871 6.6826 -1.1465
92 C -1.5895 4.5342 -0.4490
93 C -1.5736 5.2990 0.8699
94 C -2.8084 6.1812 1.0903
95 O -2.8267 7.3830 0.3421
96 C -3.2886 7.2652 -0.9874
97 N -0.3198 6.0449 0.9721
98 H -1.3475 5.1846 -1.2913
99 H -0.8468 3.7388 -0.4395
100 H -2.5699 4.0872 -0.6328
101 H -1.5800 4.5618 1.6805
102 H -2.8259 6.4952 2.1374
103 H -3.7282 5.6098 0.9016
104 H -4.0832 6.5155 -1.0654
105 H -2.4885 7.0000 -1.6826
106 H -3.6905 8.2356 -1.2783
107 H -0.2359 6.4606 1.8943
108 H -0.3611 6.8317 0.3307
109 C -9.9574 -8.1994 1.6273
110 C -9.3602 -7.5283 2.8595
111 C -8.8696 -6.0975 2.6105
112 O -7.6447 -6.0083 1.9122
113 C -7.7261 -6.0918 0.5035
114 N -8.3178 -8.3941 3.4132
115 H -9.1794 -8.5184 0.9331
116 H -10.5151 -9.0879 1.9215
117 H -10.6358 -7.5278 1.0979
118 H -10.1517 -7.4510 3.6126
119 H -8.6829 -5.6276 3.5796
120 H -9.6396 -5.5026 2.1003
121 H -8.6430 -5.6235 0.1313
122 H -7.6847 -7.1242 0.1471
123 H -6.8682 -5.5565 0.0970
124 H -7.9940 -8.0177 4.2988
125 H -7.5081 -8.3462 2.8006

Q: Which of these has the highest largest force on an atom?
A: C26H63N5

Q: The highest total charge belongs to which entry?
A: C26H63N5